{"formula": "CH2Cl2S2", "method": "ωB97M-V/def2-TZVPD", "species": ["S", "C", "S", "Cl", "Cl", "H", "H"], "xyz": [[-0.6858, -1.4206, -0.1369], [0.2190, 0.4311, -0.1302], [1.4851, 0.2338, 1.0745], [0.9088, 0.6225, -1.6852], [-1.0444, 1.6649, 0.0508], [-1.7445, -0.9723, -1.0268], [0.8618, -0.5593, 1.8538]], "forces_ev_per_angstrom": [[-0.89, 2.79, -1.34], [-2.20, -2.91, -0.13], [1.70, 1.69, -0.59], [0.76, 0.36, -1.09], [0.22, -0.04, 0.53], [1.60, -0.75, 1.38], [-1.19, -1.14, 1.24]], "homo_ev": -9.71, "multiplicity": 1, "smiles": "SC(S)(Cl)Cl", "total_energy_ha": -1756.0124, "relative_energy_kj_mol": 74.5}